(1)
{
  "formula": "C29H62IN2O9P2S3",
  "method": "ωB97M-V/def2-TZVPD",
  "homo_energy_ev": -4.231,
  "e_lumo_ev": 2.0,
  "charge": -1,
  "largest_force_ha_per_bohr": 0.103,
  "species": ["C", "C", "C", "C", "O", "C", "S", "C", "O", "P", "C", "C", "C", "C", "C", "C", "C", "S", "C", "N", "N", "C", "O", "C", "C", "C", "C", "C", "P", "O", "I", "S", "C", "O", "O", "O", "H", "H", "H", "H", "H", "H", "H", "H", "H", "H", "H", "H", "H", "H", "H", "H", "H", "H", "H", "H", "H", "H", "H", "H", "H", "H", "H", "H", "H", "H", "H", "H", "H", "H", "H", "H", "H", "H", "H", "H", "H", "H", "C", "C", "O", "C", "C", "H", "H", "H", "H", "H", "H", "H", "H", "H", "H", "C", "C", "O", "C", "C", "H", "H", "H", "H", "H", "H", "H", "H", "H", "H"],
  "xyz": [[4.9482, -3.8691, -0.4709], [5.3182, -2.5157, -1.2397], [3.9451, -1.7611, -1.4772], [4.0005, -0.8084, -2.7510], [2.6425, -0.5770, -3.1490], [2.3390, 0.8322, -3.1511], [3.3560, 1.3628, -4.6792], [0.8480, 1.0953, -3.6549], [0.2354, 2.0788, -2.8238], [1.1403, 2.5067, -1.3948], [-0.3948, 3.4760, -0.8430], [-0.8875, 3.3498, 0.6464], [-2.3104, 2.7060, 0.8925], [-3.4615, 3.1912, -0.0424], [-4.9161, 2.9715, 0.5573], [-5.0629, 1.7837, 1.5948], [-4.7716, 0.3750, 0.9597], [-5.7144, -1.0144, 1.8043], [-4.9851, -2.4680, 0.9662], [-3.6461, -2.5192, 0.8784], [-3.3434, -3.6542, 0.1795], [-4.5004, -4.2337, -0.1179], [-5.6020, -3.5355, 0.3599], [2.2869, 2.8385, 0.0950], [2.2244, 4.2464, 0.7727], [2.3912, 1.6298, 1.1384], [3.6133, 1.9999, 2.1088], [3.8509, 0.6899, 3.0028], [0.0810, 0.7229, -0.4749], [0.9795, -0.6993, -0.6662], [-2.0361, 0.1766, -1.6824], [2.0579, 4.1495, -2.6192], [3.8765, 4.0864, -2.7793], [1.5238, 4.1649, -4.0095], [1.7797, 5.5175, -2.0947], [2.5126, 1.5300, -1.9829], [5.8024, -4.5848, -0.4484], [4.0440, -4.2816, -0.9885], [4.6600, -3.5664, 0.5719], [5.9792, -1.9042, -0.5698], [5.8117, -2.7673, -2.2117], [3.0818, -2.4492, -1.6338], [3.7693, -1.0741, -0.6081], [4.5396, 0.1119, -2.4233], [4.5885, -1.3024, -3.5680], [3.2030, 0.3548, -5.6044], [0.3212, 0.0938, -3.6953], [0.7985, 1.3994, -4.7325], [-1.2178, 3.1332, -1.5301], [-0.3631, 4.5794, -1.0672], [-0.9556, 4.3903, 1.0881], [-0.1825, 2.8313, 1.3524], [-2.1622, 1.6005, 0.9409], [-2.6100, 3.0082, 1.9402], [-3.4569, 2.7617, -1.0716], [-3.3491, 4.3056, -0.1790], [-5.7043, 2.8333, -0.2274], [-5.1844, 3.9049, 1.1199], [-4.3967, 1.8971, 2.4816], [-6.1348, 1.7723, 1.9437], [-4.9290, 0.3206, -0.1513], [-3.6990, 0.0767, 1.1040], [-4.5613, -5.1643, -0.7084], [3.3181, 2.7893, -0.3585], [3.2238, 4.7599, 0.7184], [2.0127, 4.1590, 1.8790], [1.4758, 4.9709, 0.3869], [1.5103, 1.5446, 1.8110], [2.7287, 0.6826, 0.6591], [3.3527, 2.8048, 2.8325], [4.5285, 2.2596, 1.5143], [4.0355, 0.9991, 4.0687], [4.6519, 0.0295, 2.5972], [2.8836, 0.1302, 3.0155], [0.3957, -1.4681, -0.5470], [4.4169, 3.2857, -2.2305], [4.3361, 5.0635, -2.4636], [4.1330, 3.9892, -3.8685], [-5.6735, -6.6589, -5.1271], [-4.5733, -7.3495, -4.3385], [-3.2832, -7.1888, -4.9008], [-2.8112, -5.8535, -5.0200], [-2.7154, -5.1199, -3.6941], [-5.6925, -7.0255, -6.1566], [-6.6464, -6.8478, -4.6682], [-5.5288, -5.5784, -5.1685], [-4.7707, -8.4233, -4.3237], [-4.5752, -7.0210, -3.2933], [-3.4294, -5.2971, -5.7328], [-1.8149, -5.9173, -5.4620], [-3.6866, -5.0144, -3.2070], [-2.3112, -4.1175, -3.8439], [-2.0605, -5.6619, -3.0083], [1.1194, 2.7992, 6.6428], [0.5309, 1.6991, 5.7753], [1.2351, 0.4709, 5.8583], [1.3055, -0.1306, 7.1390], [-0.0536, -0.4623, 7.7319], [2.1649, 2.9762, 6.3771], [0.5606, 3.7278, 6.5097], [1.0915, 2.5422, 7.7032], [0.5787, 2.0108, 4.7302], [-0.5292, 1.5448, 6.0031], [1.8887, 0.4986, 7.8210], [1.8721, -1.0558, 7.0136], [-0.6620, 0.4306, 7.8858], [0.0650, -0.9572, 8.6980], [-0.6088, -1.1254, 7.0649]],
  "forces_ev_per_angstrom": [[0.1, 1.2, -0.3], [-1.3, -0.8, 0.6], [1.1, 1.1, -0.7], [0.4, -1.2, 1.6], [0.2, 1.5, 1.0], [-1.6, -0.6, -2.1], [1.3, 1.1, -0.4], [-0.4, -0.7, -0.2], [1.5, -0.8, -0.9], [-1.3, -1.2, 0.2], [-1.3, 0.9, -0.2], [-0.4, 0.8, 1.0], [0.3, 0.2, 0.5], [-0.6, 0.4, -0.1], [0.3, -0.1, 0.9], [-0.7, -0.7, -0.5], [1.3, -0.4, -0.4], [-0.1, -0.7, -1.1], [2.5, 1.3, 0.4], [-2.7, -0.2, 0.2], [-2.4, -1.2, -0.7], [1.7, 0.8, 0.4], [1.6, 0.4, 0.0], [1.1, -0.4, 0.1], [0.0, 0.4, 1.1], [1.8, 2.2, 0.6], [-0.5, -1.8, 0.5], [-0.4, 0.9, 0.0], [0.0, -1.4, 2.2], [-0.5, 0.6, -0.5], [0.0, -0.4, -0.6], [-1.1, 4.3, -2.8], [1.7, 0.3, -0.4], [1.1, -1.4, 1.2], [0.6, -1.3, 1.1], [0.7, -1.2, -1.9], [-0.7, 0.4, 0.0], [0.9, 0.0, 0.6], [0.2, -0.6, -0.9], [-0.4, -0.5, -0.9], [-0.3, 0.4, 0.8], [0.7, 0.4, 0.3], [-0.3, -0.9, -0.6], [-0.5, -0.5, -0.6], [-0.6, 0.5, 0.5], [-0.4, 0.2, 1.2], [0.2, 0.9, 0.9], [0.4, 0.3, 1.2], [0.8, 0.1, 0.7], [0.6, -1.1, 0.0], [0.1, -0.9, -0.6], [-0.5, 0.3, -0.9], [-0.4, 0.8, -0.3], [0.4, -0.2, -0.9], [0.4, 0.1, 0.9], [0.0, -1.0, 0.1], [0.8, 0.1, 0.5], [0.1, -0.8, -0.4], [-0.6, 0.1, -0.7], [1.0, 0.2, -0.2], [-0.2, 0.2, 1.1], [-1.0, 0.4, -0.2], [-0.5, 0.8, 0.6], [-1.1, 0.1, 0.2], [-0.9, -0.5, -0.1], [0.1, 0.0, -1.0], [0.5, -0.7, -0.1], [0.4, -0.3, -0.7], [-0.9, 0.6, 0.1], [0.2, -0.3, -0.9], [-0.8, -0.1, 0.6], [0.2, -0.5, -1.0], [-0.5, 0.5, 0.4], [0.8, 0.2, 0.0], [0.2, 0.4, 0.1], [-0.7, 0.3, -0.3], [-0.9, -0.8, 0.0], [-0.6, -0.1, 1.0], [0.0, 0.1, -0.1], [0.0, 0.1, 0.0], [0.1, -0.2, -0.1], [-0.1, 0.2, 0.1], [0.0, -0.1, 0.1], [0.0, 0.0, 0.1], [0.0, 0.0, 0.0], [0.0, 0.0, 0.1], [0.2, 0.0, 0.0], [-0.1, 0.1, 0.0], [0.0, 0.0, 0.0], [-0.1, -0.2, 0.0], [0.0, 0.1, -0.1], [0.0, 0.0, 0.0], [0.0, 0.1, 0.0], [0.1, 0.0, 0.1], [0.0, 0.1, 0.0], [0.1, -0.1, -0.2], [-0.1, 0.0, 0.0], [-0.1, 0.0, 0.0], [-0.1, 0.0, 0.0], [0.0, 0.0, 0.0], [-0.1, 0.0, 0.0], [0.1, -0.2, 0.0], [0.0, 0.0, 0.1], [-0.1, 0.0, 0.1], [0.0, 0.1, -0.2], [0.0, 0.0, 0.1], [0.0, 0.0, 0.0], [0.1, 0.0, 0.0]],
  "lowdin_charge": [-0.13, -0.24, -0.18, -0.24, -0.17, -0.75, 0.78, -0.26, -0.47, 0.50, -0.31, -0.28, -0.27, -0.23, -0.20, -0.26, -0.49, 0.88, -0.61, 0.02, 0.03, -0.16, 0.02, -0.41, -0.12, -0.24, -0.24, -0.12, 0.60, -0.43, 0.53, 0.62, -0.21, -0.41, -0.44, -0.29, 0.06, 0.07, 0.07, 0.10, 0.10, 0.11, 0.10, 0.11, 0.11, -0.11, 0.09, 0.10, 0.05, 0.09, 0.11, 0.07, 0.03, 0.11, 0.05, 0.12, 0.11, 0.10, 0.10, 0.10, 0.07, 0.03, 0.12, 0.08, 0.09, 0.07, 0.06, 0.08, 0.09, 0.08, 0.11, 0.06, 0.06, 0.07, 0.03, 0.05, 0.07, 0.04, -0.08, -0.29, -0.16, -0.28, -0.08, 0.08, 0.07, 0.07, 0.12, 0.10, 0.11, 0.12, 0.05, 0.08, 0.09, -0.08, -0.27, -0.16, -0.28, -0.08, 0.08, 0.08, 0.06, 0.11, 0.11, 0.10, 0.12, 0.06, 0.07, 0.08]
}

---

(2)
{
  "formula": "C29H62O25",
  "method": "ωB97M-V/def2-TZVPD",
  "homo_energy_ev": -9.342,
  "de_lowest_kj_mol": 133.4,
  "e_lumo_ev": 0.5,
  "charge": 0,
  "largest_force_ha_per_bohr": 0.068,
  "species": ["C", "O", "C", "O", "O", "C", "H", "H", "H", "H", "H", "H", "C", "O", "C", "O", "O", "C", "H", "H", "H", "H", "H", "H", "C", "O", "C", "O", "O", "C", "H", "H", "H", "H", "H", "H", "C", "O", "C", "O", "O", "C", "H", "H", "H", "H", "H", "H", "C", "O", "C", "O", "O", "C", "H", "H", "H", "H", "H", "H", "C", "O", "C", "O", "O", "C", "H", "H", "H", "H", "H", "H", "C", "O", "C", "O", "O", "C", "H", "H", "H", "H", "H", "H", "C", "O", "C", "C", "O", "C", "H", "H", "H", "H", "H", "H", "H", "H", "H", "H", "C", "O", "C", "C", "O", "C", "H", "H", "H", "H", "H", "H", "H", "H", "H", "H"],
  "xyz": [[2.2175, 4.4329, 2.1855], [1.8239, 3.7516, 0.9610], [1.6358, 4.4553, -0.2400], [1.3471, 3.9233, -1.2975], [1.8758, 5.7798, -0.1183], [1.9588, 6.6156, -1.2523], [1.4277, 5.1504, 2.4077], [3.1024, 5.0687, 2.1579], [2.3117, 3.7785, 3.0521], [1.5608, 7.5950, -0.9869], [1.3270, 6.2465, -2.0602], [2.9784, 6.8189, -1.5795], [2.7196, -1.3092, 2.7258], [4.1440, -1.3271, 2.8269], [4.9683, -1.0316, 1.8407], [6.1311, -1.3815, 1.8672], [4.3098, -0.6682, 0.7277], [4.7703, -0.9900, -0.5670], [2.3008, -1.8915, 1.9051], [2.4217, -0.2883, 2.4868], [2.1728, -1.5621, 3.6342], [5.6819, -0.4453, -0.8128], [4.0448, -0.4645, -1.1880], [4.9126, -2.0343, -0.8452], [-3.1579, -1.5706, -3.1312], [-2.4453, -1.3642, -4.4001], [-1.3400, -2.1277, -4.7675], [-0.8754, -3.0323, -4.1296], [-0.9587, -1.7145, -5.9285], [0.1952, -2.2818, -6.6430], [-2.6497, -1.1082, -2.2850], [-3.3816, -2.6284, -2.9933], [-4.1392, -1.0986, -3.1800], [0.3671, -1.5506, -7.4329], [0.0061, -3.2763, -7.0470], [1.0760, -2.3830, -6.0089], [-2.1073, 1.9844, -4.2411], [-3.3209, 1.9146, -3.5553], [-3.7542, 3.0976, -3.0489], [-3.2071, 4.1659, -3.1826], [-4.8282, 2.8185, -2.3418], [-5.6316, 3.8377, -1.7462], [-1.3852, 2.1322, -3.4381], [-2.0281, 2.7604, -5.0025], [-1.9389, 1.1007, -4.8566], [-6.2440, 3.3104, -1.0147], [-6.2720, 4.3686, -2.4506], [-4.9676, 4.5465, -1.2515], [0.1233, -1.6282, 6.6467], [0.6115, -0.6478, 5.7055], [-0.1494, -0.1168, 4.7227], [-1.3129, -0.4987, 4.4899], [0.5984, 0.8277, 4.0636], [0.2098, 1.2875, 2.8045], [0.9936, -2.1779, 7.0054], [-0.4956, -2.2938, 6.0451], [-0.5797, -1.2518, 7.3898], [0.5551, 2.3065, 2.6299], [-0.8752, 1.2945, 2.7003], [0.6335, 0.4974, 2.1846], [-1.9951, 5.8246, -1.0352], [-1.7078, 6.4879, 0.2050], [-1.6452, 5.9187, 1.3474], [-1.6105, 4.7135, 1.5196], [-1.3707, 6.8011, 2.3315], [-1.0014, 8.1389, 2.1659], [-1.8291, 4.7485, -1.0851], [-1.4831, 6.3596, -1.8350], [-3.0710, 5.9352, -1.1702], [-1.7859, 8.6519, 1.6096], [-0.0710, 8.2660, 1.6125], [-0.8058, 8.6836, 3.0895], [-7.1743, -6.1506, -0.8437], [-6.2980, -5.3229, -0.1158], [-5.4014, -4.4919, -0.6762], [-5.4422, -4.0246, -1.7993], [-4.4826, -4.1774, 0.2772], [-3.4133, -3.3068, -0.0801], [-7.9654, -6.5234, -0.1931], [-6.6157, -6.9591, -1.3154], [-7.5959, -5.5656, -1.6610], [-2.8223, -3.1683, 0.8253], [-3.6912, -2.2729, -0.2851], [-2.9122, -3.7450, -0.9431], [0.1559, -2.1904, 0.2489], [1.3119, -1.5011, -0.2274], [1.0344, -0.8051, -1.4336], [0.4486, 0.6360, -1.1830], [-0.8666, 0.6334, -0.6931], [-1.4003, 1.9110, -0.3910], [0.5651, -2.7669, 1.0784], [-0.3087, -2.8578, -0.4770], [-0.6710, -1.5434, 0.5418], [0.3318, -1.3802, -2.0367], [1.8892, -0.6644, -2.0951], [0.4934, 1.2183, -2.1034], [1.1483, 1.2276, -0.5927], [-1.4930, 2.6043, -1.2269], [-0.7602, 2.3751, 0.3593], [-2.4207, 1.8407, -0.0142], [2.9723, -4.3236, -0.6395], [3.1410, -5.1262, 0.5290], [4.2133, -4.6429, 1.4471], [4.8473, -5.7542, 2.2272], [5.5050, -5.1495, 3.2944], [6.1942, -6.1330, 4.0669], [2.7858, -3.2651, -0.4580], [2.1327, -4.5048, -1.3107], [3.8979, -4.4298, -1.2052], [3.8409, -3.9353, 2.1879], [5.0448, -4.1585, 0.9352], [5.4439, -6.4371, 1.6224], [4.0464, -6.4016, 2.5840], [6.3410, -5.7236, 5.0664], [7.2135, -6.2232, 3.6913], [5.6445, -7.0727, 4.1201]],
  "forces_ev_per_angstrom": [[-0.9, 1.5, -0.1], [0.2, 0.9, -1.5], [0.5, -0.6, -0.3], [0.3, 0.4, 2.1], [0.2, -0.7, 1.4], [-0.7, 0.6, -0.8], [-0.2, -0.1, 0.2], [0.3, -0.5, -0.7], [-0.1, -0.6, -0.7], [-0.1, -0.1, 0.4], [0.3, -0.2, -0.1], [0.1, -0.6, 0.1], [-0.8, 1.4, -1.2], [-0.3, -0.1, 1.7], [0.8, -3.0, -1.6], [-0.8, 1.3, 0.2], [-0.7, 0.2, 0.7], [0.6, 1.7, -0.9], [0.6, -0.3, 0.0], [0.0, 0.0, 0.1], [1.0, -0.3, 0.4], [0.4, -0.2, 0.4], [-0.2, -0.6, -0.2], [-0.4, -0.1, 0.6], [0.2, -0.6, -0.6], [0.6, -0.2, 0.0], [-2.1, -0.2, 2.2], [0.2, -0.1, 0.3], [1.0, 0.7, -2.2], [-0.4, 0.2, 0.7], [0.4, -0.2, -0.2], [0.4, 0.0, 0.2], [0.2, 0.3, -0.6], [0.0, -0.3, 0.1], [-0.5, 0.2, 0.0], [-0.2, 0.3, 0.2], [1.4, 0.1, -0.5], [-1.6, 0.8, 0.0], [0.8, -0.6, -0.2], [-0.4, -0.2, 0.0], [-0.9, -0.5, -0.1], [0.6, 0.2, 0.4], [0.7, -0.1, -0.6], [-0.4, 0.6, 0.5], [-0.2, -0.5, 0.8], [0.1, 0.2, -0.1], [0.2, -0.2, -0.2], [-0.2, 0.1, 0.1], [-1.1, -0.5, -1.9], [0.6, 1.3, -0.1], [-2.0, -1.1, -0.2], [3.1, 1.4, 0.1], [-0.4, -1.2, 3.2], [-1.1, -0.8, -0.8], [-0.2, 0.4, 0.2], [0.0, -0.4, 0.1], [0.6, 0.5, 0.2], [0.4, -0.4, 0.1], [0.0, -0.1, 0.0], [-0.2, 0.8, -1.1], [-1.2, -0.2, 0.0], [-0.1, 1.9, -2.1], [2.0, -1.8, 1.1], [-0.7, 1.1, 0.4], [-0.2, -1.4, 1.4], [-0.1, 1.2, -1.5], [0.6, 0.2, 0.5], [0.1, -0.1, 0.3], [0.1, 0.1, -0.3], [0.1, 0.3, 0.0], [0.1, -0.4, -0.3], [-0.5, -0.8, 0.4], [0.0, 0.5, -1.5], [1.1, 0.3, 1.3], [-0.1, 0.8, -0.4], [0.2, -0.8, 1.1], [-1.2, -0.4, -0.3], [0.0, 0.3, 0.0], [0.3, 0.2, 0.1], [0.0, -0.2, 0.2], [-0.3, 0.0, 0.0], [0.3, -0.7, -0.2], [-0.7, -0.1, -0.5], [0.4, 0.3, 0.3], [0.4, -0.1, 0.3], [-0.5, 0.3, -0.9], [-1.4, 1.6, 0.2], [0.9, -0.3, -0.8], [-0.7, -0.4, 0.0], [0.4, 0.1, 0.4], [-0.6, -0.1, 0.1], [0.5, -0.3, -0.4], [0.3, 0.4, 0.4], [-0.3, -0.1, 0.0], [0.5, -0.2, 0.6], [-0.2, -0.2, -0.7], [0.0, -0.2, 0.9], [0.5, -0.1, -0.5], [-0.1, 0.3, 0.1], [0.1, -0.5, 0.2], [1.1, 0.7, 0.1], [0.6, 0.5, 1.0], [-0.7, 0.1, -1.3], [-1.5, -0.8, -0.2], [0.5, -0.7, 0.5], [0.4, 1.2, 0.2], [0.4, 0.2, 0.7], [-0.2, -1.3, 0.5], [0.0, 0.2, -0.4], [-0.4, 0.1, -0.2], [-0.3, 0.3, -0.6], [0.6, 0.3, -0.2], [-0.3, -0.2, 0.4], [-0.4, 0.0, 0.1], [0.0, -0.6, -0.4], [0.1, -0.1, -0.1]],
  "lowdin_charge": [-0.04, -0.04, -0.50, 0.11, -0.03, -0.04, 0.09, 0.09, 0.09, 0.09, 0.09, 0.10, -0.02, 0.02, -0.59, 0.12, -0.03, -0.04, 0.07, 0.08, 0.10, 0.09, 0.08, 0.09, -0.02, -0.05, -0.62, 0.12, 0.01, 0.01, 0.08, 0.07, 0.09, 0.09, 0.09, 0.09, -0.05, 0.00, -0.59, 0.12, 0.01, -0.01, 0.09, 0.10, 0.09, 0.10, 0.10, 0.08, -0.02, -0.04, -0.51, 0.08, -0.03, -0.04, 0.10, 0.09, 0.10, 0.08, 0.10, 0.09, 0.00, 0.01, -0.61, 0.12, 0.00, -0.06, 0.07, 0.10, 0.08, 0.10, 0.09, 0.10, -0.05, -0.01, -0.55, 0.12, -0.01, -0.05, 0.10, 0.10, 0.09, 0.09, 0.09, 0.10, -0.09, -0.22, -0.16, -0.19, -0.18, -0.09, 0.09, 0.08, 0.08, 0.11, 0.11, 0.11, 0.11, 0.06, 0.07, 0.10, -0.12, -0.17, -0.14, -0.26, -0.17, -0.09, 0.05, 0.09, 0.08, 0.12, 0.12, 0.13, 0.12, 0.08, 0.09, 0.09]
}

---

Which of these has the lowest charge?
C29H62IN2O9P2S3

---

Look up the charge of the second one.
0